Record 1
Formula: C4H10O
Source: OMol25
Level of theory: ωB97M-V/def2-TZVPD

Calculated values
LUMO: 0.951 eV
Total charge: 0
Orbital gap: 11.197 eV

Last column: natural (NBO) charge in e.
CARTESIAN COORDINATES (ANGSTROEM)
C -1.78986 -0.76174 -0.18044  -0.64
C -1.00185 0.56775 0.10098  -0.37
C 0.44853 0.68015 -0.28144  -0.44
C 1.35613 -0.29619 0.16990  -0.05
O 2.83908 -0.38656 -0.15443  -0.76
H -1.74852 -1.30657 -1.23566  0.22
H -2.83451 -0.62089 0.31606  0.22
H -1.21207 -1.44349 0.50099  0.20
H -1.09820 0.75083 1.21413  0.20
H -1.59751 1.41003 -0.50429  0.21
H 0.49347 0.77852 -1.30877  0.20
H 0.69210 1.72105 0.11951  0.20
H 0.95892 -0.16017 1.21076  0.15
H 0.99382 -1.23406 0.00583  0.18
H 3.50048 0.30132 0.02686  0.49

Cartesian forces (eV/Å) of the 2 atoms listed first:
0.623 -0.943 1.013
-2.774 0.819 -0.892

***

Record 2
Formula: C4H10O
Source: OMol25
Level of theory: ωB97M-V/def2-TZVPD

Calculated values
LUMO (spin up / spin down): 0.893 / 0.946 eV
Total charge: 0
Orbital gap (spin up / spin down): 8.106 / 8.293 eV

Last column: natural (NBO) charge in e.
CARTESIAN COORDINATES (ANGSTROEM)
C 1.97988 -0.47452 0.93642  -0.60
C 0.73304 0.40887 1.01832  -0.47
C -0.11746 0.27570 -0.20120  0.12
O -1.40150 0.37632 -0.06330  -0.35
C -2.29456 0.23441 -1.01964  -0.21
H 2.58096 -0.22537 0.05424  0.20
H 2.61342 -0.33980 1.81898  0.21
H 1.70261 -1.53118 0.86400  0.21
H 1.04498 1.45591 1.16225  0.21
H 0.12982 0.13900 1.89257  0.22
H -0.65651 -1.67342 -0.96501  -0.04
H 0.29124 0.38605 -1.20507  0.16
H -1.98480 0.44511 -2.03894  0.16
H -1.39109 -1.60803 -1.21634  -0.01
H -3.31111 0.38824 -0.68693  0.18

Cartesian forces (eV/Å) of the 2 atoms listed first:
0.067 -0.044 -0.008
-0.050 0.002 0.033

***

Record 3
Formula: C4H10O
Source: OMol25
Level of theory: ωB97M-V/def2-TZVPD

Calculated values
LUMO: 0.821 eV
Total charge: 0
Orbital gap: 9.485 eV

Last column: natural (NBO) charge in e.
CARTESIAN COORDINATES (ANGSTROEM)
C -1.76884 0.40240 0.90104  -0.65
C -1.10860 0.80706 -0.38684  -0.29
C -0.47539 -0.05472 -1.17705  0.13
O -0.45303 -1.39160 -0.89383  -0.70
H -1.14491 -0.31350 1.44951  0.22
H -2.73148 -0.08572 0.72141  0.22
H -1.94432 1.26777 1.54523  0.21
H -1.08514 1.85401 -0.67381  0.21
H 0.10898 0.26311 -2.04014  0.17
H 0.33941 -1.78840 -1.27674  0.48
C 2.05525 -0.19325 0.36916  -0.86
H 1.18118 0.43600 0.21974  0.23
H 2.87362 0.42491 0.74231  0.21
H 1.80345 -0.98165 1.08486  0.22
H 2.34980 -0.64643 -0.58485  0.19

Cartesian forces (eV/Å) of the 2 atoms listed first:
-0.038 -0.001 0.021
-0.003 -0.123 -0.206

***

Record 4
Formula: C4H10O
Source: OMol25
Level of theory: ωB97M-V/def2-TZVPD

Calculated values
LUMO: 1.167 eV
Total charge: 0
Orbital gap: 10.449 eV

Last column: natural (NBO) charge in e.
CARTESIAN COORDINATES (ANGSTROEM)
C 1.97886 0.52827 0.42012  -0.68
C 1.14218 -0.39345 -0.45391  0.23
O 0.46304 -1.31116 0.07871  -0.61
C -1.58507 -0.86975 0.47006  -0.18
C -1.94490 0.30015 -0.15493  -0.61
H 2.37102 1.38434 -0.13753  0.21
H 2.82319 -0.03724 0.82949  0.23
H 1.37795 0.88938 1.26065  0.22
H 0.20346 0.62932 -0.95952  0.00
H 1.51819 -0.55348 -1.48248  0.15
H -1.32867 -0.88229 1.52209  0.21
H -1.77352 -1.83100 0.00907  0.21
H -2.07924 1.20612 0.43414  0.23
H -2.50133 0.26289 -1.08987  0.23
H -0.66517 0.67792 -0.74610  0.17

Cartesian forces (eV/Å) of the 2 atoms listed first:
0.000 0.058 0.058
-0.065 -0.054 0.060

***

Record 5
Formula: C4H10O
Source: OMol25
Level of theory: ωB97M-V/def2-TZVPD

Calculated values
LUMO (spin up / spin down): -5.352 / -10.157 eV
Total charge: +1
Orbital gap (spin up / spin down): 7.247 / 2.443 eV
⟨S²⟩: 0.7556
Spin multiplicity: 2

Last column: natural (NBO) charge in e.
CARTESIAN COORDINATES (ANGSTROEM)
C -0.46253 -4.31123 0.26040  -0.62
C -0.39943 -2.83476 0.14832  -0.63
H -0.92244 -4.76187 -0.57446  0.22
H -1.15057 -4.52550 1.06361  0.21
H 0.55008 -4.68094 0.61126  0.21
H -0.56279 -2.12788 1.10473  0.19
H 0.51416 -2.44640 -0.35573  0.21
H -1.41852 -2.47748 -0.01711  0.22
C 0.31212 4.92947 -0.51070  -0.10
C 0.79508 3.80506 -0.09025  0.32
O 1.02260 2.61965 -0.71796  -0.54
H 0.43404 5.94063 -0.02790  0.27
H -0.01106 5.14034 -1.54763  0.26
H 0.98330 3.76353 1.02007  0.23
H 0.31596 1.96736 -0.36665  0.56

Cartesian forces (eV/Å) of the 2 atoms listed first:
1.523 -0.042 2.764
-0.845 3.244 2.160

***

Record 6
Formula: C4H10O2
Source: OMol25
Level of theory: ωB97M-V/def2-TZVPD

Calculated values
LUMO: 0.765 eV
Total charge: 0
Orbital gap: 10.469 eV

Last column: natural (NBO) charge in e.
CARTESIAN COORDINATES (ANGSTROEM)
C 1.40247 0.54755 -1.59677  -0.65
C 0.43722 0.32278 -0.45582  -0.20
C -0.81289 -0.11956 -0.46317  -0.20
C -1.41277 -1.04629 0.54186  -0.11
O -1.04256 -2.38585 0.24817  -0.71
H 1.40768 -0.34580 -2.22061  0.23
H 1.15951 1.40977 -2.21468  0.22
H 2.40835 0.68140 -1.19192  0.22
H 0.94229 -0.09726 0.41695  0.19
H -1.48235 0.15869 -1.28478  0.18
H -2.49697 -0.94816 0.59491  0.17
H -1.03473 -0.84330 1.53950  0.19
H -1.58377 -2.73519 -0.46724  0.47
O 1.08676 1.66778 2.22454  -0.94
H 0.57804 2.24128 2.81023  0.46
H 0.44373 1.49217 1.51884  0.47

Cartesian forces (eV/Å) of the 2 atoms listed first:
-0.301 0.813 0.242
0.860 -2.480 0.570

***

Record 7
Formula: C4H10O2
Source: OMol25
Level of theory: ωB97M-V/def2-TZVPD

Calculated values
LUMO: 0.681 eV
Total charge: 0
Orbital gap: 10.101 eV

Last column: natural (NBO) charge in e.
CARTESIAN COORDINATES (ANGSTROEM)
C -1.25558 0.38356 -2.24022  -0.26
O -1.27480 0.03289 -0.84557  -0.64
C 0.17254 -0.85331 -0.16793  0.00
C 0.33512 0.10071 0.97545  0.04
C 1.33221 -0.14591 2.12484  -0.62
O 0.25784 1.37315 0.43990  -0.75
H -0.23572 0.34167 -2.63966  0.17
H -1.89565 -0.30308 -2.80304  0.18
H -1.62641 1.41016 -2.44893  0.19
H 0.70314 -0.78255 -1.09845  0.19
H 0.02073 -1.88805 0.19913  0.20
H -0.64438 -0.19394 1.39665  0.16
H 1.07553 0.54555 2.93862  0.23
H 2.37903 0.02587 1.86218  0.21
H 1.23767 -1.16760 2.52465  0.21
H -0.58128 1.12087 -0.21765  0.49

Cartesian forces (eV/Å) of the 2 atoms listed first:
0.214 -0.467 0.022
1.093 -1.470 0.400

***

Record 8
Formula: C4H10O2
Source: OMol25
Level of theory: ωB97M-V/def2-TZVPD

Calculated values
LUMO: 0.631 eV
Total charge: 0
Orbital gap: 9.832 eV

Last column: natural (NBO) charge in e.
CARTESIAN COORDINATES (ANGSTROEM)
C 1.38327 1.19646 0.38647  -0.37
C 0.18934 1.21760 0.97170  -0.22
C 0.02791 0.92701 2.39814  -0.22
C -1.07671 1.20083 3.08029  -0.37
H 2.32506 0.89279 0.83701  0.19
H 1.47772 1.49929 -0.63900  0.18
H -0.63559 1.57932 0.38913  0.20
H 0.88412 0.48064 2.88293  0.20
H -1.18933 1.03169 4.14453  0.20
H -1.92179 1.63224 2.56449  0.19
O -0.06700 1.19501 -3.89063  -0.93
H -0.04048 1.95501 -3.28985  0.46
H 0.45477 0.56004 -3.37930  0.46
O -0.72777 -5.14068 -2.52502  -0.93
H -1.24480 -5.27541 -1.72177  0.47
H 0.16128 -4.95183 -2.20914  0.47

Cartesian forces (eV/Å) of the 2 atoms listed first:
0.161 -0.148 -0.308
1.009 0.111 0.506

***

Relative energy (zero: lowest compared OMol25 entry of this formula, charge and spin) (computed, eV): 2.7287, 4.4841, 1.1816, 4.0384, 3.4327, 1.9167, 3.4194, 1.9385